Computed, not measured: a single C8H14N2O3 molecule, with ωB97M-V/def2-TZVPD.

Last column: Löwdin charge in e.
Atoms and positions in Å:
H 2.495453 -0.605555 -2.275524  0.16
C 0.114308 2.437980 0.849119  -0.52
H -1.307538 -1.421523 2.282579  0.13
C 0.400677 -0.958805 0.925405  -0.15
H 1.702808 -2.359957 -2.245921  0.15
H -1.371823 0.825300 3.011357  0.11
H -1.706784 1.395567 0.935424  0.14
H -0.068689 4.363039 0.919408  0.18
H 0.400176 0.016973 -3.039313  0.12
H -1.621549 -1.226689 -2.806274  0.09
N 1.665082 -1.269163 -1.771154  -0.01
O 1.295260 2.356642 0.676202  0.13
H 1.445392 -0.847133 1.069493  0.11
H 0.433566 1.089528 2.867357  0.14
H -0.318307 -2.453946 -3.135581  0.10
C 0.385906 -0.642852 -2.189526  -0.43
C -0.679238 1.183154 1.049179  -0.20
H -0.916348 -2.167637 -1.436918  0.08
H 0.279321 -1.906046 0.384785  0.11
C -0.487864 0.609539 2.443775  -0.13
O -0.545274 1.408119 -1.637269  0.04
N -0.169880 0.125993 0.177171  0.02
O -0.650379 3.525615 1.056502  0.11
C -0.690144 -1.648635 -2.388457  -0.08
C -0.300130 -0.884684 2.295702  -0.14
H 0.317178 -1.303283 3.107296  0.12
C -0.101180 0.358455 -1.124818  -0.41

Force components x, y, z for each atom (eV/Å):
H -2.748 -2.852 1.777
C -0.223 -0.707 0.492
H 1.290 0.651 -0.027
C -0.662 -1.494 0.290
H 0.194 4.216 1.425
H -0.112 0.359 0.709
H -1.227 0.053 -0.802
H -1.275 -2.024 0.348
H 0.592 -0.017 -0.589
H 0.487 -0.056 0.315
N 2.378 -1.058 -3.665
O 0.397 1.216 -0.198
H 1.159 0.342 0.013
H -0.885 -0.538 0.048
H -0.645 1.187 1.099
C 0.423 0.163 1.668
C 0.423 -0.760 -0.162
H -0.028 0.130 -0.505
H -0.119 0.205 0.304
C 1.009 0.780 0.683
O 0.223 -0.609 1.303
N -0.463 0.437 0.583
O 1.916 2.073 -0.612
C -0.392 -2.311 -0.982
C -0.714 -0.898 -0.527
H -0.315 0.059 -0.392
C -0.682 1.450 -2.595

Output
SMILES: C[C@H](N)C(=O)N1CCC[C@H]1C(=O)O
Gap between HOMO and LUMO: 10.034 eV
Energy above the lowest of the compared OMol25 structures with the same formula, charge and spin: 35.42 kcal per mole
LUMO: 0.0296 Eh
Energy: -648.4523 hartree
2S+1: 1